[1]
ORCA calculation (ωB97M-V/def2-TZVPD) on a cluster of 3 separate species, C2H13N2O2 in total in a non-equilibrium geometry.

Structure (XYZ):
```
19
Properties=species:S:1:pos:R:3:forces:R:3
C 0.88893 -1.13345 -1.10039 0.5 2.1 -0.4
N 1.67224 -0.13951 -1.87869 0.5 -0.8 0.3
C 0.41418 -0.55473 0.23558 -1.5 -0.8 -1.2
N -0.39362 0.76476 0.12647 0.5 -1.0 2.4
H 1.44918 -2.04706 -0.90940 -0.1 -0.3 0.1
H 0.05074 -1.31228 -1.76120 -0.5 -0.5 0.3
H 2.63961 -0.24767 -1.56656 -0.1 0.4 -0.3
H 1.64361 -0.46284 -2.84413 0.3 0.3 0.1
H 1.13261 -0.41013 1.01989 0.4 -0.1 0.0
H -0.27158 -1.40497 0.47396 0.0 1.2 0.9
H -1.38446 0.49110 -0.05698 0.4 0.7 -0.3
H -0.36842 1.30351 1.14482 -0.2 -1.0 -1.6
H -0.00017 1.46286 -0.51033 -0.1 -0.3 -0.4
H -3.65381 0.89560 -0.44905 0.0 0.1 0.1
H -3.62210 -0.59874 -0.80346 0.0 -0.1 0.0
O -3.07159 0.19181 -0.76592 0.0 0.0 -0.1
H 1.86483 0.90924 3.02345 -0.1 0.2 0.3
H 0.42483 0.88945 3.65214 0.1 0.2 0.0
O 0.96179 0.58866 2.90870 0.0 -0.3 -0.2
```
Forces are in eV/Å.

Properties
- relative energy (zero: lowest compared OMol25 entry of this formula, charge and spin) (kcal per mole) = 16.1
- E_tot (eV) = -9356.52708
- orbital gap (spin up / spin down) (eV) = 3.56 / 10.70
- maximum force (hartree/bohr) = 0.051
- spin multiplicity = 2
- HOMO (spin up / spin down) (eV) = -2.767 / -10.145

[2]
ORCA calculation (ωB97M-V/def2-TZVPD) on a structure of composition C29H41Cl2N5OP2Pt.

Structure (XYZ):
```
81
Properties=species:S:1:pos:R:3:forces:R:3
Pt 0.16458 0.80100 0.11479 0.0 -0.1 -0.2
C 2.33521 3.21209 -1.26668 0.0 0.0 0.0
P 0.86224 2.96834 -0.22491 0.1 0.0 0.1
C -0.42188 3.67248 -1.32769 -0.1 0.0 0.0
N -0.16927 4.79497 -1.95342 0.1 0.0 0.0
C -1.10773 5.26426 -2.80551 -0.1 0.0 0.0
C -0.88565 6.47935 -3.49670 0.0 0.0 0.0
C -1.83536 6.94655 -4.35389 0.0 0.0 0.0
C -3.04097 6.22937 -4.56676 0.0 0.0 0.0
C -3.28008 5.05454 -3.91984 0.0 0.0 0.0
C -2.31438 4.54590 -3.01962 0.1 0.0 0.0
N -2.54072 3.37551 -2.38031 -0.1 -0.1 0.0
C -1.62245 2.94974 -1.54891 0.0 0.0 0.0
P -1.85819 1.35041 -0.68451 -0.1 0.1 -0.1
C -2.40750 0.25766 -2.03032 0.0 0.0 0.0
C -3.34871 1.60804 0.39747 0.0 0.0 0.0
C -4.63575 1.63664 -0.43283 0.0 0.0 0.0
C -3.39823 0.44994 1.39606 0.0 0.0 0.0
C -3.20125 2.93313 1.14585 0.0 0.0 0.0
C 1.03861 4.11230 1.26356 0.0 0.0 0.0
C 0.19622 5.37877 1.09370 0.0 0.0 0.0
C 0.58273 3.36451 2.52138 0.0 0.0 0.0
C 2.50908 4.50866 1.43786 0.0 0.0 0.0
H 2.44753 4.26010 -1.54189 0.0 0.0 0.0
H 2.19372 2.62292 -2.17287 0.0 0.0 0.0
H 3.23432 2.86470 -0.75971 0.0 0.0 0.0
H 0.04105 7.00838 -3.31997 0.0 0.0 0.0
H -1.67491 7.87603 -4.88324 0.0 0.0 0.0
H -3.77545 6.62592 -5.25464 0.0 0.0 0.0
H -4.19056 4.49037 -4.07021 0.0 0.0 0.0
H -3.10642 0.78251 -2.68084 0.0 0.0 0.0
H -2.89259 -0.62488 -1.61118 0.0 0.0 0.0
H -1.53592 -0.06290 -2.59889 0.0 0.0 0.0
H -4.84885 0.67145 -0.89316 0.0 0.0 0.0
H -4.59272 2.39334 -1.21553 0.0 0.0 0.0
H -5.47210 1.87726 0.22714 0.0 0.0 0.0
H -3.52296 -0.50427 0.87468 0.0 0.0 0.0
H -4.25912 0.57592 2.05620 0.0 0.0 0.0
H -2.49143 0.40930 2.00382 0.0 0.0 0.0
H -3.19934 3.78471 0.46431 0.0 0.0 0.0
H -2.29138 2.96105 1.74515 0.0 0.0 0.0
H -4.04741 3.05510 1.82490 0.0 0.0 0.0
H -0.86906 5.15072 1.02015 0.0 0.0 0.0
H 0.48656 5.94210 0.20815 0.0 0.0 0.0
H 0.34082 6.01542 1.96916 0.0 0.0 0.0
H -0.45235 3.03645 2.45359 0.0 0.0 0.0
H 0.67308 4.02678 3.38486 0.0 0.0 0.0
H 1.19079 2.47967 2.71583 0.0 0.0 0.0
H 2.87462 5.11120 0.60754 0.0 0.0 0.0
H 3.16828 3.64402 1.54951 0.0 0.0 0.0
H 2.60073 5.10512 2.34749 0.0 0.0 0.0
Cl 0.58567 -4.62852 -1.68306 0.0 0.0 0.0
C 1.75018 -3.66828 -0.84520 0.0 -0.1 -0.1
C 2.96970 -4.21011 -0.53064 0.0 0.1 0.0
C 3.90131 -3.44488 0.16040 0.0 0.0 0.0
Cl 5.41548 -4.13663 0.50439 0.0 0.0 0.0
C 3.60570 -2.10613 0.59554 0.0 0.0 0.0
C 4.50831 -1.35185 1.35989 0.0 0.0 0.0
C 4.14425 -0.09558 1.76702 0.0 0.0 0.0
C 2.89568 0.39313 1.39509 0.0 -0.1 0.0
N 2.02422 -0.29231 0.65934 0.0 0.1 0.1
C 2.36577 -1.53288 0.25908 0.0 0.0 0.0
C 1.38209 -2.29459 -0.55017 0.0 0.0 0.0
O 0.32477 -1.81506 -0.94200 0.0 0.1 0.1
H 3.21974 -5.22003 -0.82489 0.0 0.0 0.0
H 5.47226 -1.76453 1.62163 0.0 0.0 0.0
H 4.80448 0.51795 2.36300 0.0 0.0 0.0
H 2.58522 1.38213 1.69930 0.0 0.0 0.0
N -1.38961 -6.02674 0.83615 0.0 0.0 0.0
C -2.01285 -4.66291 1.04502 0.0 0.1 0.0
C -1.00753 -3.71211 1.71444 0.0 0.0 -0.1
N -1.25813 -2.31879 1.45979 -0.1 -0.1 0.2
H -2.07784 -6.72224 0.54218 0.0 0.0 0.0
H -0.95018 -6.36917 1.69302 0.0 0.0 0.0
H -0.66596 -5.95985 0.11019 0.0 0.0 0.0
H -2.91559 -4.80786 1.63468 0.0 0.0 0.0
H -2.28311 -4.29474 0.05723 0.0 0.0 0.0
H -0.00262 -3.96740 1.35225 0.0 0.0 0.0
H -1.00059 -3.87799 2.79317 0.0 0.0 0.0
H -2.06963 -1.96148 1.94366 0.0 0.0 0.0
H -1.30005 -2.08407 0.47617 0.0 0.0 0.0
```
Forces are in eV/Å.

Properties
- net charge = +2
- relative energy (zero: lowest compared OMol25 entry of this formula, charge and spin) (kcal per mole) = 1.9
- E_tot (eV) = -87093.79247
- orbital gap (spin up / spin down) (eV) = 5.43 / 5.55
- maximum force (hartree/bohr) = 0.005
- spin multiplicity = 3
- HOMO (spin up / spin down) (eV) = -11.061 / -13.073

| no. | M (g mol⁻¹) |
| --- | --- |
| 1 | 97.14 |
| 2 | 803.61 |